Computed, not measured: 2 unconnected molecules or ions with the total composition C3H7N2S, with ωB97M-V with the def2-TZVPD basis set.

Its expectation value of S² is 2.031. The energy above the lowest of the compared OMol25 structures with the same formula, charge and spin comes out at 193.2 kJ/mol. The value obtained for the max |F| is 3.924 eV/A. The calculation puts the LUMO energy (alpha / beta) at -4.75 / -8.79 eV. As for the spin multiplicity: 3. The energy is -625.779893 hartree. As for the charge: +1.

```
13
C3H7N2S ωB97M-V with the def2-TZVPD basis set
H -1.9331 -1.2890 2.1579
H -4.0032 -0.0025 2.8757
N 2.6782 -0.6363 -0.8478
C 2.8154 0.5928 -1.4019
H 1.8089 -1.2724 -1.0573
C -2.5112 -0.6741 1.4991
H -3.9425 0.7812 1.2404
C -3.6390 0.0168 1.8730
N 2.0021 0.9355 -2.3628
S -1.9369 -0.8276 -0.0999
H 3.4455 1.3887 -0.9662
H 2.1250 1.7761 -2.9672
H 3.0907 -0.7893 0.0570
```

Mulliken population analysis, charges in e, atoms 1 to 2: atom 1 (H): 0.35, atom 2 (H): 0.30

Computed, not measured: 2 unconnected molecules or ions with the total composition C2H4S4, with ωB97M-V with the def2-TZVPD basis set.

Its expectation value of S² is 2.010. The value obtained for the max |F| is 1.989 eV/A. The calculation puts the LUMO energy (alpha / beta) at -0.23 / -1.40 eV. As for the spin multiplicity: 3. The energy is -1671.205571 hartree. As for the charge: 0.

```
10
C2H4S4 ωB97M-V with the def2-TZVPD basis set
H -0.7840 -1.2766 -1.7391
H 0.6774 2.3455 -1.0755
S -0.5809 0.6809 2.0306
H -1.4338 0.3787 3.0357
S 1.6804 1.5744 -0.6630
C 0.9074 0.0763 -0.9926
H 1.5346 -0.7883 -0.8661
C -0.4605 -0.7485 1.1596
S -1.1234 -2.1965 1.2191
S -0.4172 -0.0460 -2.1086
```

Mulliken population analysis, charges in e, atoms 1 to 2: atom 1 (H): 0.12, atom 2 (H): 0.13

Computed, not measured: a molecular structure, C43H54BN6O2PPd, with ωB97M-V with the def2-TZVPD basis set.

The energy above the lowest of the compared OMol25 structures with the same formula, charge and spin comes out at 15.2 kJ/mol. The value obtained for the max |F| is 0.875 eV/A. The calculation puts the LUMO energy at 4.44 eV. The energy is -2644.247711 hartree. As for the charge: -2.

```
108
C43H54BN6O2PPd ωB97M-V with the def2-TZVPD basis set
H 0.8361 -1.7046 -5.8344
C -0.4954 -0.6717 3.8285
H -1.5183 -1.4368 -5.2076
C 0.4273 -5.1276 -1.9185
C 4.8942 -1.0724 0.1176
H 1.0734 4.9542 2.2761
C 4.8328 1.8866 -1.1095
H -5.4173 -1.6778 0.3557
H -3.3621 2.2339 -4.4671
N 0.9076 -2.7219 -1.3648
H 0.3247 -5.6973 -2.8433
C -2.2139 2.9585 2.5225
H -2.0041 -0.5699 -3.7571
H 2.1056 -0.7777 -5.0210
H -3.1247 2.3828 2.6162
H -3.0574 4.7044 -4.5494
P -1.6821 1.5597 0.0493
C 4.0959 1.4375 0.1586
H -0.9204 -1.9282 5.5623
C -1.4199 2.8122 1.3863
C -1.8455 3.8193 3.5497
C -0.2303 3.5459 1.3289
H 0.2263 1.6218 -4.1548
C -0.6717 4.5521 3.4682
C -1.9819 -0.4115 3.5555
H -0.0308 0.9350 -2.5328
N 2.7020 -0.5886 0.0764
H 0.9306 0.0519 -6.0630
H 0.4337 3.4083 0.4825
O -2.5703 -2.2888 0.3062
C 0.1376 -3.0449 -3.4068
C -2.7870 4.1469 -3.6592
N 0.8016 -2.8004 1.2359
H 1.3763 0.4214 3.8207
C -2.2725 4.8037 -2.5536
H -2.1384 -0.1790 2.4998
H 2.1353 -4.0272 -0.0470
H -0.3718 -5.4948 0.9700
H 1.3571 -5.5383 1.3106
N 2.8621 -1.9290 0.0473
C 3.9083 -0.0603 0.1215
C -2.5955 2.0547 -2.4836
C 4.1771 -2.2490 0.0697
H -2.1442 5.8810 -2.5714
C -3.4511 1.0692 0.3205
B 1.6764 -2.9136 -0.0308
H -0.6175 -0.2277 5.9460
C -2.0705 2.7069 -1.3617
H -2.5741 -1.3030 3.7769
H -0.4474 -5.3332 -1.2984
C -3.8275 -0.2681 0.1599
H 1.5627 0.8510 -3.2648
H -4.1434 3.0585 0.7197
H -0.0608 1.4340 4.0950
C 0.1375 -0.5372 -4.1278
H 2.2079 1.8585 1.1456
C 4.7009 -3.6494 0.0442
H -2.3469 0.4189 4.1700
H -2.4789 3.9012 4.4263
H 4.3862 -4.1817 -0.8553
C -0.2119 -3.1907 3.1550
N 0.5540 -1.5886 1.7900
O -2.8522 -1.2812 -1.7033
H -7.1141 -0.0026 1.0308
H 2.0950 1.8527 -0.5953
H 2.8910 3.2238 0.2281
C -1.9249 4.0896 -1.4090
C -4.4266 2.0125 0.6536
C 0.3335 -1.6758 -3.1568
C 0.3320 0.5799 3.5356
C -0.3131 -1.0578 5.3006
C 0.4921 0.8006 -3.4813
C 1.0596 -0.7576 -5.3365
C 0.3880 -5.2384 1.7098
C 4.9307 1.8140 1.3892
H 1.3088 -5.4821 -1.3840
H -1.5451 4.6279 -0.5500
C -2.9554 2.7657 -3.6144
H -0.3804 5.2150 4.2749
C -1.3206 -0.5440 -4.6062
H 5.8003 1.3859 -1.2011
C -5.7383 1.6503 0.9051
H -2.7307 0.9765 -2.4392
H 5.0839 2.8975 1.4330
H 0.3126 0.8125 2.4703
H -0.2519 -3.5168 -4.2954
H 5.0034 2.9682 -1.0943
C -5.1502 -0.6309 0.4476
C -2.9565 -1.3846 -0.4572
C 0.5072 -3.6722 -2.2370
H 4.4191 1.5003 2.3015
H 5.9106 1.3297 1.3664
C -6.0949 0.3063 0.8215
C 2.7429 2.1374 0.2359
H -6.4750 2.4027 1.1648
H 5.9691 -0.9760 0.1467
C 0.1391 4.4085 2.3477
H 5.7916 -3.6240 0.0672
H 0.1865 -5.8192 2.6114
H -1.5192 0.3365 -5.2271
Pd -0.3513 -0.0474 -0.0958
H 0.7322 -1.2960 5.5128
N 0.7824 -1.4908 -1.9268
C 0.3390 -3.7832 2.0378
H -0.6792 -3.6972 3.9850
C -0.0483 -1.8102 2.9454
H 4.2414 1.6428 -1.9945
H 4.3504 -4.2282 0.9011
```

Mulliken population analysis, charges in e, atoms 1 to 2: atom 1 (H): 0.33, atom 2 (C): 3.14

Which value of energy does entry 2 give? -1671.205571 hartree